# 1
41
Properties=species:S:1:pos:R:3 method="wB97M-V/def2-TZVPD" gap_ev="7.70 / 6.15" total_charge=+2 energy_ev=-44006.1569 spin_multiplicity=5 homo_energy_ev="-14.58 / -17.59"
H 2.324 -0.594 3.126
C -0.546 -1.287 -2.384
C 0.706 -1.645 2.107
O -1.907 2.619 -0.602
H -1.454 -1.945 0.344
C 2.164 -1.530 2.583
H -2.150 -1.986 2.689
H -1.672 0.349 -3.504
H 2.639 -0.254 -3.006
Pt 0.443 0.690 -1.313
H 0.802 1.105 -5.558
O 2.913 2.112 -0.156
C -1.712 -0.967 0.807
C -1.068 1.936 -0.997
H 1.769 2.000 -4.344
H 2.891 -1.583 1.768
H 2.399 -2.339 3.289
C 0.554 0.411 -3.574
Cl -1.499 3.501 -3.199
H 1.141 1.236 2.209
C 0.803 1.510 -4.536
H 0.542 -2.611 1.592
C 0.885 -1.452 -2.178
H -0.007 2.264 -4.451
C -2.618 -1.259 2.019
H 1.346 -2.230 -1.563
C 2.053 1.597 -0.730
H 0.045 0.294 4.180
H -1.559 0.886 3.716
H -0.377 1.958 1.604
C -0.741 -0.121 -3.187
C 0.039 1.094 2.147
H -2.916 -0.392 2.617
H 0.044 -1.654 3.001
P 0.002 -0.324 1.001
C -0.487 1.051 3.599
C 1.561 -0.423 -2.911
H -0.261 2.011 4.079
H -3.543 -1.727 1.665
H -1.310 -1.942 -1.986
H -2.237 -0.359 0.038

***

# 2
9
Properties=species:S:1:pos:R:3 method="wB97M-V/def2-TZVPD" gap_ev=9.47 total_charge=+1 energy_ev=-18080.6603 spin_multiplicity=1 homo_energy_ev=-15.03
S 0.005 -0.060 1.532
C 0.133 0.233 -0.948
H -2.523 -1.066 0.240
H -0.068 0.383 -2.053
C 1.502 0.342 0.833
H 2.427 0.364 1.247
C -0.812 -0.186 -0.048
O -2.057 -0.445 -0.362
O 1.394 0.437 -0.441

***

# 3
56
Properties=species:S:1:pos:R:3 method="wB97M-V/def2-TZVPD" gap_ev=2.82 total_charge=+2 energy_ev=-43573.5194 spin_multiplicity=1 homo_energy_ev=-12.10
O 5.767 -1.276 0.420
H 4.625 -1.291 3.645
C -6.513 -0.847 -1.879
H 3.703 0.850 -2.458
S -4.868 1.363 -1.701
Sr -5.132 -4.325 0.161
C 0.821 -1.630 0.485
C -0.879 1.304 -0.798
C -3.358 0.693 0.429
H 1.690 -2.208 0.153
H -2.143 1.880 -2.474
C 0.293 0.492 1.338
C 6.022 0.091 2.781
H 3.725 -1.183 -0.095
H -4.362 -0.156 1.885
C -0.956 0.789 0.501
H 0.401 -2.027 1.421
H -5.883 -1.843 1.816
C -3.291 1.173 -0.863
H -7.780 -2.582 -1.972
C -5.695 -0.078 -1.097
O 1.257 -0.292 0.681
C -6.917 -2.364 -0.037
H 7.038 -0.036 2.403
C 2.860 2.463 -1.313
H 0.741 1.409 1.734
H 5.686 1.084 3.082
H 3.032 3.035 -2.234
C -6.045 -1.530 0.776
C 0.394 1.649 -1.570
H -7.444 -3.269 0.331
C 4.614 0.724 -0.522
O 4.681 -2.958 1.503
H -6.683 -0.600 -2.923
C 4.703 -0.813 -0.436
C 3.377 1.009 -1.419
C -2.095 1.484 -1.460
H -2.169 0.102 2.119
H 0.099 -1.646 -0.352
H 5.548 1.071 -0.975
C 5.198 -1.858 1.541
C -2.173 0.504 1.104
H 0.063 2.177 -2.476
H 1.362 2.534 0.238
H 2.637 0.250 -1.154
H 3.466 2.968 -0.545
C -7.123 -1.980 -1.344
N -4.621 0.389 1.067
H -0.031 -0.074 2.235
H 4.433 1.115 0.487
H 0.839 0.707 -1.913
C -5.445 -0.400 0.268
C 1.381 2.597 -0.852
C 5.233 -1.009 2.785
H 4.850 -1.251 -1.434
H 1.068 3.622 -1.097

***

# 4
7
Properties=species:S:1:pos:R:3 method="wB97M-V/def2-TZVPD" gap_ev="6.28 / 6.75" energy_ev=-27293.0059 spin_multiplicity=3 homo_energy_ev="-5.61 / -9.14"
H 2.364 0.346 -0.967
O -1.367 -0.230 -1.080
C 1.776 -0.249 -0.308
S -2.175 1.584 0.700
N 0.967 -0.695 0.423
C -1.659 0.545 -0.276
S 0.094 -1.301 1.508

***

# 5
44
Properties=species:S:1:pos:R:3 method="wB97M-V/def2-TZVPD" gap_ev=5.81 total_charge=-1 energy_ev=-76802.0107 spin_multiplicity=1 homo_energy_ev=-2.98
C -2.446 -1.063 -0.645
H 2.448 -4.285 2.122
C 2.255 3.134 2.886
C 0.998 1.212 -4.745
H 0.874 -2.769 3.331
H -0.731 0.038 -5.239
O -0.451 -0.791 2.251
C 1.058 -2.661 2.273
C 1.827 1.661 -3.708
C 2.216 -3.254 0.244
C 1.576 1.299 -2.410
S 0.218 0.037 3.515
H -5.589 0.021 -0.011
C -3.802 1.146 0.386
H 1.830 -1.999 -1.457
Pd 0.397 1.494 1.509
H -4.335 1.987 0.809
H -4.378 -1.945 -0.881
C -0.078 0.379 -4.444
H 2.667 2.304 -3.944
C 0.635 -1.423 0.218
C -1.733 0.064 -0.216
Cl 2.834 2.489 1.351
H -1.176 -0.631 -2.918
C 0.419 -1.641 1.603
C -2.428 1.161 0.304
O 0.094 -0.803 4.673
C -0.326 -0.007 -3.149
C 0.506 0.432 -2.093
H 2.184 1.670 -1.592
C -3.824 -1.070 -0.564
H -1.900 -1.936 -0.976
H 2.927 -3.876 -0.281
C -4.509 0.029 -0.067
C 1.944 -3.490 1.591
C 1.602 -2.213 -0.419
H -1.852 2.027 0.670
H 2.152 2.275 3.559
P 0.071 0.221 -0.372
H 1.183 1.515 -5.765
O -0.553 1.264 3.602
Cl 0.647 3.816 2.609
O 1.607 0.284 3.142
H 2.940 3.899 3.247

***

# 6
112
Properties=species:S:1:pos:R:3 method="wB97M-V/def2-TZVPD" gap_ev="4.37 / 4.37" total_charge=-1 energy_ev=-290084.7714 spin_multiplicity=1 homo_energy_ev="-3.33 / -3.33"
H 6.600 -0.387 3.493
H 2.846 7.854 0.610
C -1.627 2.298 -3.712
C 2.074 -5.740 -0.341
C -0.082 -1.628 3.997
C -6.016 -3.813 0.234
C -4.042 -3.613 -1.195
H 4.208 4.298 -4.974
S -3.934 -1.904 3.753
H -3.644 2.637 3.470
C 1.153 4.576 -3.607
O 0.152 -3.979 -1.021
H 1.789 6.541 -1.195
H 7.090 -1.503 -1.354
C 4.331 -2.513 -1.585
P 0.183 4.060 -1.102
N -0.207 0.281 0.210
H -5.925 -2.675 1.979
N 0.969 0.683 0.759
H -5.697 -4.964 -1.528
H -0.991 2.819 -5.631
C 0.913 4.679 1.518
C 0.988 5.033 0.159
C -3.161 -2.236 2.174
C 7.967 -1.466 0.608
C 1.378 3.873 -2.444
H 0.781 -1.823 3.271
C 3.013 -2.619 -1.907
C -3.884 2.670 2.433
Se -1.938 4.620 -1.360
O 0.569 -4.051 1.350
C 6.884 -1.424 -0.254
P -2.419 1.365 -1.156
H 4.446 -0.600 2.017
N -1.857 -1.990 2.226
C -1.421 -1.719 3.522
H -3.417 3.510 -6.415
H 1.190 -1.087 5.638
C 0.179 -1.303 5.338
H -0.635 2.377 -3.245
C 5.560 -1.283 0.307
C -0.862 -1.240 6.297
F 3.147 -5.015 0.077
H -0.671 -0.914 7.302
H -7.110 -4.112 0.413
H -4.790 1.240 -3.106
C 0.165 2.421 -0.404
F -3.276 -8.243 -0.629
C -0.714 1.387 -0.479
S -0.948 -7.366 -0.371
C 2.248 6.978 0.848
C -3.062 2.226 1.469
H 2.887 -0.578 0.671
Ca -0.480 -2.160 0.260
H -3.564 -3.864 -2.096
C 2.122 4.599 -4.606
H -6.497 3.594 0.447
H 1.286 5.100 3.460
F 2.146 -6.894 0.289
C 8.813 -1.304 2.906
F 2.268 -5.999 -1.643
N -0.484 -6.063 0.503
C -4.716 2.650 -0.183
H 1.865 5.154 -5.511
H -5.678 3.792 2.867
C 3.412 4.125 -4.295
C -3.957 1.806 -3.544
C -3.987 -2.628 1.031
C -3.162 2.923 -5.514
C -3.414 -2.883 -0.204
H 2.564 7.208 2.944
H 4.627 2.749 -3.074
H -5.220 2.366 -5.179
H 8.995 -1.551 0.195
C -2.661 1.871 -2.938
H -5.047 2.768 -1.192
C 2.601 3.133 -2.242
C 1.681 6.195 -0.193
N 4.388 -1.667 -0.498
F -3.359 -6.485 0.738
C 3.109 -1.328 -0.129
C 1.454 5.469 2.479
H 2.619 -3.077 -2.757
C 7.795 -1.177 1.990
Se -2.794 -0.795 -1.380
C -4.201 2.345 -4.807
H 2.767 2.502 -1.356
C -5.107 3.278 2.096
C -5.273 -4.176 -0.862
H 0.191 3.878 1.830
C 6.541 -0.775 2.461
C 5.398 -0.883 1.618
H -3.032 -1.427 6.605
O -0.712 -8.480 0.549
C -2.189 -1.292 5.833
N 1.282 2.012 0.350
S 0.443 -4.886 0.102
H -2.053 1.968 1.739
C -2.827 -6.971 -0.417
F -3.145 -6.286 -1.517
C -2.492 -1.459 4.484
C 2.155 6.633 2.149
C -3.477 2.131 0.123
C 3.612 3.247 -3.187
N 9.644 -1.369 3.764
C -5.498 3.259 0.783
N 2.247 -1.909 -0.975
C -5.374 -3.043 1.170
C -1.863 2.818 -5.014
H 0.265 5.155 -3.798
O -0.539 -7.458 -1.754
H 5.128 -3.074 -2.029